[1]
One molecule with the formula C3H2FNO3 in a non-equilibrium geometry. Source: the Open Molecules 2025 dataset; level of theory: ωB97M-V with the def2-TZVPD basis set.

Atoms and positions in Å:
C  0.322  -0.317  0.449
C  0.211  0.004  -0.852
O  0.966  -0.351  -1.928
O  1.199  -1.075  1.138
N  -0.893  0.824  -1.048
C  -1.358  0.954  0.149
H  0.959  -1.065  2.058
O  -0.713  0.310  1.129
F  -2.398  1.633  0.519
H  1.704  -0.917  -1.615

Output
* SMILES: Oc1nc(F)oc1O
* HOMO level: -8.420 eV
* 2S+1: 1
* Kohn-Sham gap: 8.76 eV
* electronic energy: -13492.2480 eV
* relative energy (zero: lowest compared OMol25 entry of this formula, charge and spin): 0.0 kJ/mol
* largest force on an atom: 1.457 eV/Å
* LUMO level: 0.3 eV

Atomic partial charges in e from the Löwdin method, atoms 1 to 2: -0.29 -0.32

***

[2]
One molecule with the formula C3H2FNOS2 in a non-equilibrium geometry. Source: the Open Molecules 2025 dataset; level of theory: ωB97M-V with the def2-TZVPD basis set.

Atoms and positions in Å:
H  -0.311  -1.072  2.415
C  -1.127  0.800  0.346
N  0.084  1.388  -1.494
C  0.390  0.148  -1.067
S  1.755  -0.836  -1.764
S  0.129  -1.600  1.155
O  -0.964  1.729  -0.658
C  -0.253  -0.185  0.165
H  2.358  -1.391  -0.347
F  -2.060  1.020  1.247

Output
* SMILES: Fc1onc(S)c1S
* HOMO level: -9.398 eV
* 2S+1: 1
* Kohn-Sham gap: 9.45 eV
* electronic energy: -31065.6976 eV
* relative energy (zero: lowest compared OMol25 entry of this formula, charge and spin): 242.4 kJ/mol
* largest force on an atom: 3.803 eV/Å
* LUMO level: 0.1 eV

Atomic partial charges in e from the Löwdin method, atoms 1 to 2: -0.06 -0.35

***

[3]
One molecule with the formula C3H2FNOS2 in a non-equilibrium geometry. Source: the Open Molecules 2025 dataset; level of theory: ωB97M-V with the def2-TZVPD basis set.

Atoms and positions in Å:
C  1.152  -0.079  -0.693
S  0.090  0.552  -1.913
C  -1.345  0.614  -0.858
N  -0.739  0.361  0.454
H  2.035  -0.504  -0.912
H  1.565  -1.356  1.341
O  1.085  -0.586  1.685
F  -1.598  -0.026  1.474
S  -2.811  1.185  -1.094
C  0.566  -0.160  0.515

Output
* SMILES: Oc1csc(=S)n1F
* HOMO level: -8.336 eV
* 2S+1: 1
* Kohn-Sham gap: 8.31 eV
* electronic energy: -31065.5155 eV
* relative energy (zero: lowest compared OMol25 entry of this formula, charge and spin): 260.0 kJ/mol
* largest force on an atom: 3.724 eV/Å
* LUMO level: 0.0 eV

Atomic partial charges in e from the Löwdin method, atoms 1 to 2: -0.35 0.98

***

[4]
C3H2FNOS2 as an isolated structure in a non-equilibrium geometry. Source: the Open Molecules 2025 dataset; level of theory: ωB97M-V with the def2-TZVPD basis set.

Atoms and positions in Å:
H  -2.705  -1.013  0.031
S  -1.586  -1.873  -0.040
C  1.645  -0.230  -0.037
F  2.988  -0.233  0.003
H  -1.037  2.070  1.341
S  -1.206  2.094  -0.017
C  -0.346  -0.699  0.036
O  1.108  0.988  -0.118
C  -0.285  0.662  -0.151
N  0.939  -1.257  0.197

Output
* HOMO level: -8.942 eV
* 2S+1: 1
* Kohn-Sham gap: 9.27 eV
* electronic energy: -31067.6416 eV
* relative energy (zero: lowest compared OMol25 entry of this formula, charge and spin): 54.9 kJ/mol
* largest force on an atom: 3.301 eV/Å
* LUMO level: 0.3 eV

Atomic partial charges in e from the Löwdin method, atoms 1 to 2: -0.07 0.83